No. 1
{"formula": "C3H6O2S2", "method": "ωB97M-V/def2-TZVPD", "fmax_ev_per_a": 3.98, "total_energy_ev": -28971.763, "spin_multiplicity": 1, "total_charge": 0, "homo_ev": -8.59, "relative_energy_kcal_mol": 58.4, "gap_ev": 8.779, "species": ["C", "C", "C", "O", "O", "S", "S", "H", "H", "H", "H", "H", "H"], "coordinates": [[-0.3407, -0.6048, 0.6573], [0.3270, 0.8000, 0.8425], [-1.4624, -0.6930, -0.3273], [0.8050, 0.9998, -1.7577], [-1.5301, -0.2513, -1.4555], [2.6614, -0.6966, -0.2040], [1.7415, 0.9402, -0.4694], [0.5063, -1.1054, 0.2637], [-0.7812, -0.8446, 1.6803], [-0.2974, 1.6640, 0.5086], [0.7696, 0.7022, 1.8447], [-2.2974, -1.5321, -0.0614], [-0.1017, 0.6216, -1.5218]], "nbo_charge": [-0.602, -0.548, 0.468, -0.896, -0.539, -0.476, 0.951, 0.290, 0.241, 0.233, 0.254, 0.124, 0.501]}



No. 2
{"formula": "C3H6O2Si", "method": "ωB97M-V/def2-TZVPD", "fmax_ev_per_a": 1.82, "total_energy_ev": -15179.010, "spin_multiplicity": 1, "smiles": "O=[Si]1CO1.C=C", "total_charge": 0, "homo_ev": -9.61, "relative_energy_kcal_mol": 56.7, "gap_ev": 9.271, "species": ["O", "Si", "C", "O", "H", "H", "C", "C", "H", "H", "H", "H"], "coordinates": [[0.5080, -0.7748, -0.1838], [0.9810, -0.1002, -1.4358], [1.0328, 0.8552, -3.0023], [2.2574, 0.1624, -2.3987], [1.1850, 1.9258, -3.0519], [0.7781, 0.4081, -3.9542], [-1.5225, -0.9241, 2.2353], [-0.7247, 0.1005, 2.4436], [-2.0791, -1.0426, 1.3191], [-1.6636, -1.7010, 2.9694], [-0.1614, 0.2205, 3.3558], [-0.5912, 0.8703, 1.7036]], "nbo_charge": [-1.144, 2.125, -0.535, -0.869, 0.213, 0.212, -0.376, -0.373, 0.190, 0.186, 0.186, 0.185]}



No. 3
{"formula": "C3H6O3", "method": "ωB97M-V/def2-TZVPD", "fmax_ev_per_a": 0.93, "total_energy_ev": -9345.623, "spin_multiplicity": 1, "total_charge": 0, "homo_ev": [-8.58, -8.18], "relative_energy_kcal_mol": 131.3, "gap_ev": [8.919, 8.663], "species": ["C", "C", "C", "O", "O", "O", "H", "H", "H", "H", "H", "H"], "coordinates": [[1.3284, -0.7122, 0.0659], [0.3533, 0.3372, -0.1751], [-2.4165, -0.3687, 0.0129], [1.1032, -0.1460, -1.2276], [2.5276, -0.5048, 0.6704], [0.4612, 1.6269, 0.2356], [1.0136, -1.7422, 0.1697], [-2.6413, -0.0697, -0.9886], [-2.5797, 0.3110, 0.8183], [-2.2182, -1.3987, 0.2135], [2.7217, 0.4417, 0.7179], [0.3466, 2.2256, -0.5127]], "nbo_charge": [0.282, 0.470, -0.544, -0.497, -0.679, -0.703, 0.175, 0.172, 0.173, 0.171, 0.486, 0.494]}



No. 4
{"formula": "C3H6O3", "method": "ωB97M-V/def2-TZVPD", "fmax_ev_per_a": 3.22, "total_energy_ev": -9348.109, "spin_multiplicity": 1, "smiles": "C=C=O.C=O.O", "total_charge": 0, "homo_ev": -8.97, "relative_energy_kcal_mol": 74.0, "gap_ev": 9.538, "species": ["C", "C", "O", "H", "H", "C", "O", "H", "H", "O", "H", "H"], "coordinates": [[3.0275, -0.0749, -0.5222], [2.1430, 0.8137, -0.1289], [1.3171, 1.6479, -0.0303], [3.9907, 0.2172, -0.1033], [2.7958, -1.0791, -0.8068], [-3.3644, 0.4401, 0.2970], [-3.3781, -0.6750, -0.1379], [-4.0875, 1.3148, -0.0456], [-2.7691, 0.6626, 1.2678], [0.3141, -0.8061, -0.0347], [-0.6331, -0.8059, 0.2135], [0.6442, -1.6553, 0.0313]], "nbo_charge": [-0.791, 0.750, -0.478, 0.252, 0.255, 0.278, -0.502, 0.118, 0.108, -0.946, 0.489, 0.470]}



No. 5
{"formula": "C3H6O3", "method": "ωB97M-V/def2-TZVPD", "fmax_ev_per_a": 5.76, "total_energy_ev": -9348.203, "spin_multiplicity": 1, "smiles": "C=C(O)O.C=O", "total_charge": 0, "homo_ev": -8.21, "relative_energy_kcal_mol": 71.8, "gap_ev": 8.930, "species": ["C", "C", "O", "O", "H", "H", "H", "H", "C", "O", "H", "H"], "coordinates": [[1.2630, -0.7878, 1.1636], [0.8556, 0.1653, 0.3079], [0.6758, 1.4422, 0.7425], [0.8411, -0.1608, -0.9380], [1.6983, -0.5306, 2.0468], [1.2806, -1.7792, 0.7651], [1.0295, 1.5724, 1.6597], [0.3409, 0.4652, -1.4174], [-1.9462, -0.1184, -1.0849], [-1.9890, 0.7214, -0.2415], [-2.4928, -1.0705, -0.9659], [-1.5567, 0.0808, -2.0378]], "nbo_charge": [-0.641, 0.611, -0.697, -0.644, 0.187, 0.205, 0.503, 0.479, 0.274, -0.485, 0.114, 0.093]}



No. 6
{"formula": "C3H6O3", "method": "ωB97M-V/def2-TZVPD", "fmax_ev_per_a": 3.73, "total_energy_ev": -9348.915, "spin_multiplicity": 1, "smiles": "O=C=O.CCO", "total_charge": 0, "homo_ev": -10.65, "relative_energy_kcal_mol": 55.4, "gap_ev": 11.165, "species": ["O", "C", "O", "C", "C", "O", "H", "H", "H", "H", "H", "H"], "coordinates": [[0.7140, -0.4027, -1.9438], [1.0252, 0.4888, -1.2411], [1.1361, 1.5941, -0.8307], [0.4102, -0.7319, 0.5109], [-1.0569, -0.1474, 0.4166], [-1.1556, 1.2038, 0.7656], [0.3735, -1.7895, 0.2227], [0.7838, -0.5043, 1.4909], [1.5251, -0.3256, -0.0331], [-1.5593, -0.3647, -0.5438], [-1.6410, -0.6931, 1.1815], [-0.5812, 1.6923, 0.1598]], "nbo_charge": [-0.537, 0.945, -0.569, -0.556, -0.074, -0.712, 0.233, 0.222, 0.196, 0.174, 0.198, 0.480]}